(1)
Computed, not measured: one molecule with the formula C19H22N8O in a non-equilibrium geometry, with wB97M-V/def2-TZVPD.

CARTESIAN COORDINATES (ANGSTROEM)
1 O 2.7564 -3.4994 4.4990
2 N -3.4527 1.1881 1.4599
3 N 2.6219 2.9296 -1.5877
4 N -0.6047 1.1957 -1.6367
5 N -2.8461 0.9222 -1.3909
6 N 0.6253 -4.2403 1.5502
7 N 1.6579 1.8983 -1.5415
8 N 3.4271 -0.6304 1.1170
9 N 2.1379 -2.2684 2.8480
10 C 2.1464 -3.4697 3.4474
11 C 0.2124 2.6832 -3.3688
12 C -1.8477 1.4308 -2.0873
13 C 1.4434 -0.3138 -0.1759
14 C 2.1854 -0.9539 0.7422
15 C -1.0628 2.9530 -3.8165
16 C -3.9183 1.8318 -0.9925
17 C 1.5118 -4.6485 2.7124
18 C 0.4189 1.9419 -2.1836
19 C 1.2811 -3.2567 0.7693
20 C -2.0853 2.1477 -3.3008
21 C 1.9770 0.9158 -0.6637
22 C 1.4685 -1.9874 1.6210
23 C -2.3624 0.2678 1.0373
24 C -3.8471 2.2324 0.4686
25 C 4.0281 0.4205 0.4758
26 C 3.6140 2.4994 -0.9023
27 C -2.5700 -0.1105 -0.4346
28 C 3.2382 1.2184 -0.3477
29 H 4.5758 3.0636 -0.6753
30 H -2.3939 -0.6038 1.7078
31 H 0.4001 -5.0781 1.0291
32 H 5.0420 0.6821 0.5944
33 H -4.9128 1.3300 -0.9997
34 H 2.2499 -3.6996 0.3963
35 H -3.4239 -0.7178 -0.4131
36 H -3.0846 2.9698 0.6225
37 H 0.4206 -1.6526 1.8179
38 H 2.3014 -5.1656 2.2274
39 H -1.1607 3.6945 -4.6947
40 H -1.7340 -0.8411 -0.7389
41 H 1.0355 -5.3648 3.3001
42 H 0.9816 3.2748 -3.6955
43 H -4.8852 2.6054 0.8025
44 H 0.5830 -3.1235 -0.0897
45 H 0.4644 -0.6776 -0.5150
46 H 2.9823 -1.7784 3.1163
47 H -1.4741 0.8473 1.0676
48 H -3.9577 2.7889 -1.6617
49 H -3.0865 1.6880 2.2555
50 H -3.0777 2.4607 -3.7711

Its LUMO energy is 0.392 eV. For the HOMO-LUMO gap, the calculation gives 0.3101 Ha. The SMILES is O=C1CNC[C@H](c2cc3c(cn2)cnn3-c2cccc(N3CCNCC3)n2)N1.

***

(2)
Computed, not measured: one molecule with the formula C19H23BN2O4S in a non-equilibrium geometry, with wB97M-V/def2-TZVPD.

CARTESIAN COORDINATES (ANGSTROEM)
1 S -2.4137 4.1558 1.1515
2 O 0.6809 2.4746 -3.7233
3 O -1.4308 3.6207 -3.1779
4 O 0.1742 0.2810 2.1019
5 O 1.2488 -0.2265 -3.0666
6 N -0.0217 0.7616 -1.4644
7 N 1.2898 -0.8483 0.3876
8 C -2.1615 1.6932 0.8816
9 C -2.4035 1.2586 -1.6370
10 C 2.0873 1.3338 1.2843
11 C -2.4167 2.1641 -0.4409
12 C 0.5070 -2.0363 0.4009
13 C -0.8527 -3.6084 -0.8639
14 C -1.0202 -4.3199 0.3239
15 C 1.1236 0.1932 1.3454
16 C -0.0373 -2.5056 -0.7969
17 C 0.9681 -2.2938 2.8149
18 C -1.0533 1.2060 -2.3822
19 C -2.5843 3.5091 -0.4530
20 C 0.3428 -2.7966 1.5523
21 C 1.9988 -0.5591 -0.8712
22 C 2.4437 -2.5974 2.8792
23 C -0.4782 -3.9027 1.5136
24 C 1.0704 0.0406 -1.8821
25 C -2.1987 2.6338 1.8732
26 C 1.6766 2.5711 1.2244
27 B -0.5676 2.5373 -3.1282
28 H 1.0544 1.5949 -3.4906
29 H 0.8159 -1.2195 2.8863
30 H -2.6921 4.1016 -1.3442
31 H -1.3259 -3.9116 -1.7478
32 H 2.8071 0.1776 -0.6826
33 H -0.1804 0.9227 -0.4670
34 H 0.4721 -2.6809 3.6890
35 H 0.0782 -1.8690 -1.6568
36 H 2.5340 -1.4176 -1.2432
37 H -3.1128 1.6387 -2.3768
38 H -1.5926 -5.2359 0.2625
39 H 2.9190 -2.2603 3.7912
40 H 2.5478 -3.6980 2.8428
41 H -1.0927 0.5489 -3.2538
42 H 2.9795 -2.1375 2.0592
43 H -2.7428 0.2451 -1.4395
44 H 3.1477 1.1073 1.3187
45 H 0.6244 2.7888 1.2341
46 H -0.7949 -4.3479 2.4559
47 H 2.3888 3.3667 1.0442
48 H -1.8051 0.6793 1.0446
49 H -1.0126 4.3598 -3.6816
50 H -1.9890 2.5074 2.9084

Its LUMO energy is 0.461 eV. For the HOMO-LUMO gap, the calculation gives 0.3403 Ha. The SMILES is C=CC(=O)N(CC(=O)N[C@@H](Cc1ccsc1)B(O)O)c1ccccc1CC.

***

(3)
Computed, not measured: C19H23BaN2O6S as an isolated structure in a non-equilibrium geometry, with wB97M-V/def2-TZVPD.

CARTESIAN COORDINATES (ANGSTROEM)
1 Ba 0.0881 0.4428 1.3519
2 S 1.1236 -2.5473 1.0946
3 O 0.4520 2.3555 2.2867
4 O 1.6319 -1.1585 0.8730
5 O 1.1927 2.8134 4.3520
6 O -2.0778 3.2929 1.5607
7 O -0.0428 -1.8561 3.5422
8 O -1.0318 -1.4773 1.5708
9 N -1.6140 0.8463 3.2212
10 N 0.5285 2.5866 -8.9858
11 C 0.3380 -3.0393 -0.4913
12 C -0.5107 1.1764 4.1223
13 C 2.4287 -4.9687 1.3830
14 C 0.8436 0.9659 -5.9087
15 C -2.4158 3.1941 2.9255
16 C -2.0338 -0.5328 3.4563
17 C 0.7683 0.7424 -4.5502
18 C 0.3650 2.1642 -6.4474
19 C -0.1860 3.1319 -5.6028
20 C -0.2590 2.9049 -4.2442
21 C 0.0762 1.2003 -1.0912
22 C -0.9430 -1.3973 2.8362
23 C -2.7432 1.7637 3.3460
24 C 0.4523 2.3983 -7.8519
25 C 2.6533 -3.5622 0.8448
26 C 0.9948 -2.4250 -1.7173
27 C 0.1388 1.4543 -2.2917
28 C 0.2152 1.7061 -3.6900
29 C 0.4673 2.2261 3.5570
30 H -3.5343 1.4045 2.6839
31 H -2.9624 -0.7315 2.9217
32 H 0.0870 0.2778 4.2976
33 H -1.6221 3.6021 3.5595
34 H 1.2288 -1.3775 -1.5199
35 H 1.2724 0.2248 -6.5709
36 H -0.6824 3.6466 -3.5812
37 H 1.1362 -0.1792 -4.1201
38 H 3.3351 -5.5711 1.3120
39 H 3.4146 -3.0341 1.4189
40 H 0.3088 -2.4627 -2.5638
41 H -3.3139 3.7965 3.0859
42 H 2.9454 -3.5568 -0.2049
43 H -0.5494 4.0561 -6.0333
44 H -3.1345 1.7788 4.3786
45 H 1.9105 -2.9459 -2.0012
46 H -1.1212 3.1308 1.4942
47 H 0.3426 -4.1310 -0.5017
48 H 1.6410 -5.4814 0.8268
49 H -2.1753 -0.7514 4.5234
50 H -0.8643 1.5144 5.1026
51 H -0.6858 -2.6882 -0.3892
52 H 2.1226 -4.9231 2.4292

As for the net charge: -1. Its LUMO energy is 2.270 eV. For the HOMO-LUMO gap, the calculation gives 0.2803 Ha.

***

(4)
Computed, not measured: one molecule with the formula C19H23ClN4O5, with wB97M-V/def2-TZVPD.

CARTESIAN COORDINATES (ANGSTROEM)
1 Cl -1.7316 -3.7995 -0.0184
2 O 2.3355 1.4263 1.4708
3 O 1.9496 3.0649 -0.0480
4 O -1.3470 3.1486 -0.2074
5 O -0.6519 1.8196 -1.8951
6 O 0.7688 -2.3204 -0.1537
7 N -2.2635 0.9753 1.2185
8 N 2.4085 -1.0140 -2.5782
9 N 2.7385 1.0357 -0.6838
10 N -0.6302 -0.9580 -1.3156
11 C 0.4488 2.3281 2.7355
12 C -2.1904 -2.5842 1.1041
13 C 1.2772 -1.9170 -2.4775
14 C -3.1678 -0.6237 2.8956
15 C -1.3583 -0.4952 -0.2242
16 C -3.3103 -1.9672 3.1551
17 C 2.3045 1.9349 0.2165
18 C -1.9672 -1.2269 0.8321
19 C -2.5052 -0.2595 1.7270
20 C -1.1377 1.9622 -0.7896
21 C 2.1010 0.3680 -2.9402
22 C 0.4615 -1.7767 -1.1903
23 C -1.5716 0.8504 0.0364
24 C 2.8577 1.3815 -2.0805
25 C 3.1664 -0.2953 -0.2951
26 C -0.8436 4.2841 -0.9050
27 C 1.9558 2.3090 2.5210
28 C 3.4178 -1.1417 -1.5522
29 C -2.8441 -2.9381 2.2639
30 H 0.0821 1.3149 2.8855
31 H -2.5308 1.8558 1.6242
32 H -3.5580 0.1263 3.5657
33 H -0.6561 -0.3206 -2.1046
34 H 0.2465 4.2863 -0.8411
35 H 2.3158 3.3169 2.2880
36 H 0.6425 -1.7670 -3.3532
37 H 2.3957 -0.7525 0.3291
38 H 2.4262 2.3746 -2.2130
39 H 3.4848 -2.1896 -1.2583
40 H 4.3757 -0.8532 -1.9989
41 H -3.8126 -2.2883 4.0545
42 H 1.6738 -2.9369 -2.5023
43 H 1.0350 0.5804 -2.8395
44 H -0.0395 2.7630 1.8676
45 H 2.3763 0.5204 -3.9929
46 H 3.9168 1.4157 -2.3613
47 H 4.0855 -0.2360 0.3011
48 H 2.4701 1.9261 3.4056
49 H -1.2625 5.1550 -0.4079
50 H 0.2147 2.9276 3.6112
51 H -1.1485 4.2489 -1.9521
52 H -3.0123 -3.9814 2.4773

Its LUMO energy is 0.162 eV. For the HOMO-LUMO gap, the calculation gives 0.2990 Ha. The SMILES is CCOC(=O)N1CCN(CC(=O)Nc2c(C(=O)OC)[nH]c3cccc(Cl)c23)CC1.

***

(5)
Computed, not measured: one molecule with the formula C19H23ClNO3P in a non-equilibrium geometry, with wB97M-V/def2-TZVPD.

CARTESIAN COORDINATES (ANGSTROEM)
1 Cl 2.0907 0.5057 1.4821
2 P 2.3060 4.0555 3.1520
3 O 3.0011 1.1962 4.0605
4 O 3.5743 4.0265 3.9897
5 O 1.0941 1.1328 5.2022
6 N -0.2942 0.6077 2.3986
7 C 2.8892 3.7964 -1.3862
8 C 0.6605 -0.2613 6.9581
9 C 3.8252 4.1651 0.8100
10 C 0.1670 8.1382 3.8359
11 C 2.5480 4.0191 1.3374
12 C 0.7953 1.5230 2.2868
13 C -1.6208 1.2000 2.5251
14 C 1.7679 0.1514 6.0284
15 C 1.4363 5.6484 3.5063
16 C 0.0428 5.7549 3.3565
17 C 2.1935 6.8050 3.7814
18 C 1.0919 2.4390 3.3264
19 C -0.3204 -0.6563 1.6105
20 C -0.5631 6.9964 3.5321
21 C 1.5475 8.0276 3.9320
22 C 3.9711 4.0415 -0.5502
23 C 1.4096 3.9587 0.4917
24 C 1.6068 3.8090 -0.8645
25 C 1.9132 1.6272 4.2764
26 H 0.9915 -1.1560 7.4802
27 H 0.6647 2.3995 1.5970
28 H -1.7393 2.0340 1.8124
29 H 0.7318 3.7006 -1.5076
30 H 3.0374 3.6141 -2.4514
31 H -2.3867 0.4533 2.2824
32 H 0.4557 0.5678 7.6426
33 H 0.0612 -0.5434 0.5518
34 H 4.9648 4.1193 -0.9768
35 H -1.6406 7.0496 3.4455
36 H 0.2772 -1.4748 2.1059
37 H 2.1262 -0.6434 5.3583
38 H 2.5930 0.6548 6.5256
39 H 3.2613 6.7109 3.8835
40 H -1.7307 1.5417 3.5556
41 H 4.6576 4.3439 1.4593
42 H 0.2884 2.9104 3.9131
43 H -0.5431 4.8811 3.1237
44 H 0.3876 3.9895 0.8386
45 H -0.2303 -0.4929 6.3837
46 H -0.3289 9.0870 3.9847
47 H 2.1392 8.9064 4.1524
48 H -1.3854 -1.0555 1.5535

Its LUMO energy is 0.430 eV. For the HOMO-LUMO gap, the calculation gives 0.3211 Ha. The SMILES is CCOC(=O)[C@H]([C@@H](Cl)N(C)C)P(=O)(c1ccccc1)c1ccccc1.